Entry from OMol25: a cluster of 4 separate species, C4H17NO3 in total at a distorted geometry (ωB97M-V/def2-TZVPD).

The highest occupied orbital energy (alpha / beta) comes out at 1.1214 / -6.6051 eV. As for the orbital gap (alpha / beta): 1.96 / 9.70 eV. The net charge is -1. As for the spin multiplicity: 2. The calculation puts the energy above the lowest of the compared OMol25 structures with the same formula, charge and spin at 13.8 kcal/mol.

Each line ends with the Mulliken spin population.
CARTESIAN COORDINATES (ANGSTROEM)
1 C -0.525 0.032 -0.533  0.3614
2 O 0.798 -4.428 -2.736  0.2997
3 H 2.574 2.626 2.736  -0.1389
4 H -2.836 -1.560 1.294  -0.0074
5 H 0.393 1.761 0.062  0.0244
6 H 1.257 0.793 -0.922  -0.2973
7 O 1.967 2.857 2.053  0.2999
8 H 0.371 -5.265 -2.989  -0.0689
9 H -2.119 1.773 1.734  -0.0107
10 H 0.738 -3.886 -3.557  -0.1084
11 C -2.662 -1.039 0.359  0.0045
12 C -2.242 1.474 0.695  0.0938
13 N 0.675 0.797 -0.099  0.0863
14 H 5.096 0.715 -0.572  -0.4205
15 H -3.501 -0.557 -0.133  -0.0190
16 H -3.288 1.476 0.412  -0.0187
17 H -1.673 2.235 0.170  0.0179
18 H -2.229 -1.774 -0.324  0.0197
19 H -1.085 -0.132 1.518  0.0188
20 O 4.359 0.555 0.029  1.2309
21 H -1.059 0.338 -1.444  0.1839
22 H -0.131 -0.977 -0.665  -0.0871
23 H 1.983 2.034 1.554  -0.0196
24 C -1.569 0.076 0.563  -0.0926
25 H 4.708 0.075 0.792  -0.3521